*A*
The following is a DFT calculation (the ωB97M-V functional and the def2-TZVPD basis) of 2 unconnected molecules or ions with the total composition C6H6N2O2.

Each line ends with the natural charge from an NBO analysis.
CARTESIAN COORDINATES (ANGSTROEM)
C (-2.08, -0.07, 1.14)  -0.252
C (-0.83, 0.50, 0.99)  -0.068
C (-2.67, -0.52, 0.02)  0.048
C (-0.87, -0.03, -1.29)  0.115
C (-0.26, 0.57, -0.24)  -0.263
C (1.00, 1.09, -0.50)  0.405
N (-2.04, -0.58, -1.18)  -0.402
N (2.03, 1.47, -0.83)  -0.420
O (3.48, -0.48, 0.28)  -0.433
O (2.33, -1.24, 0.68)  -0.613
H (-2.46, -0.02, 2.10)  0.228
H (-0.39, 0.97, 1.81)  0.225
H (-3.54, -1.17, -0.07)  0.213
H (-0.37, 0.00, -2.30)  0.203
H (3.05, 0.35, -0.02)  0.513
H (3.62, -0.83, -0.60)  0.500

Properties
* orbital gap: 8.71 eV

*B*
The following is a DFT calculation (the ωB97M-V functional and the def2-TZVPD basis) of 2 unconnected molecules or ions with the total composition C6H6N2O2.

Each line ends with the natural charge from an NBO analysis.
CARTESIAN COORDINATES (ANGSTROEM)
C (-1.90, -2.37, -3.64)  -0.255
C (-3.00, -1.91, -3.46)  -0.258
C (2.19, 0.59, 0.88)  0.634
C (1.19, -0.35, 0.30)  -0.405
C (-0.11, -0.26, 0.69)  0.068
C (0.41, 1.64, 2.22)  0.777
H (-0.92, -2.87, -3.75)  0.252
H (-3.97, -1.35, -3.16)  0.262
H (2.56, 2.15, 2.18)  0.453
H (1.49, -0.93, -0.67)  0.253
H (-1.12, -0.62, 0.03)  0.244
H (-1.50, 1.00, 1.55)  0.427
N (1.71, 1.54, 1.85)  -0.649
N (-0.38, 0.66, 1.65)  -0.623
O (3.39, 0.50, 0.57)  -0.588
O (-0.05, 2.58, 2.78)  -0.592

Properties
* orbital gap: 9.56 eV
* SMILES: O=c1cc[nH]c(=O)[nH]1.C#C

The most stable arrangement is *B*, and the next structure is 53.6 kcal/mol less stable.

*A*
The following is a DFT calculation (the ωB97M-V functional and the def2-TZVPD basis) of 2 unconnected molecules or ions with the total composition C6H6N2O2.

Each line ends with the natural charge from an NBO analysis.
CARTESIAN COORDINATES (ANGSTROEM)
C (-0.24, -1.96, 0.42)  0.666
C (0.09, -1.17, 1.68)  -0.412
C (-0.37, 0.09, 1.93)  0.078
C (-1.67, 0.13, -0.02)  0.783
C (1.75, 1.93, -2.29)  -0.244
C (2.46, 0.98, -1.76)  -0.304
H (-1.25, -1.58, -1.28)  0.435
H (0.78, -1.50, 2.34)  0.230
H (0.08, 1.03, 2.54)  0.235
H (-1.31, 1.87, 0.95)  0.437
H (1.16, 2.88, -2.61)  0.271
H (3.29, 0.16, -1.96)  0.279
N (-1.35, -1.26, -0.24)  -0.669
N (-1.38, 0.66, 1.22)  -0.611
O (0.11, -3.09, -0.03)  -0.574
O (-2.14, 0.84, -0.89)  -0.599

Properties
* orbital gap: 9.82 eV
* SMILES: O=c1cc[nH]c(=O)[nH]1.C#C

*B*
The following is a DFT calculation (the ωB97M-V functional and the def2-TZVPD basis) of 2 unconnected molecules or ions with the total composition C6H6N2O2.

Each line ends with the natural charge from an NBO analysis.
CARTESIAN COORDINATES (ANGSTROEM)
C (-2.96, -0.30, -0.06)  -0.163
C (-3.01, 0.93, -0.12)  -0.331
C (0.73, 1.27, 0.03)  0.637
C (2.09, 0.76, -0.02)  -0.398
C (2.28, -0.58, -0.06)  0.070
C (-0.08, -1.03, 0.09)  0.791
H (-2.84, -1.30, -0.11)  0.251
H (-3.14, 1.98, -0.37)  0.264
H (-1.20, 0.78, 0.60)  0.475
H (2.95, 1.44, -0.11)  0.246
H (3.34, -0.91, -0.07)  0.225
H (1.34, -2.42, -0.17)  0.427
N (-0.27, 0.31, 0.32)  -0.662
N (1.24, -1.46, -0.10)  -0.594
O (0.43, 2.45, 0.03)  -0.590
O (-0.92, -1.93, 0.11)  -0.648

Properties
* orbital gap: 9.97 eV
* SMILES: O=c1cc[nH]c(=O)[nH]1.C#C

The most stable arrangement is *B*, and the next structure is 62.3 kcal/mol less stable.

*A*
The following is a DFT calculation (the ωB97M-V functional and the def2-TZVPD basis) of a gas-phase ion, C3H6N3S (charge +1).

Each line ends with the natural charge from an NBO analysis.
CARTESIAN COORDINATES (ANGSTROEM)
C (1.57, 0.13, -0.66)  -0.214
C (1.01, 1.05, 0.35)  -0.247
C (-1.22, -0.20, 0.15)  0.450
N (0.89, -0.51, 0.61)  -0.203
N (-0.30, -1.01, 0.47)  -0.359
N (-2.42, -0.45, -0.24)  -0.789
S (-0.56, 1.74, 0.10)  0.229
H (1.10, 0.01, -1.54)  0.233
H (2.69, 0.04, -0.79)  0.257
H (1.60, 1.68, 0.97)  0.274
H (1.55, -1.09, 1.22)  0.469
H (-2.59, -1.48, -0.43)  0.436
H (-3.33, 0.10, -0.21)  0.464

Properties
* orbital gap: 10.21 eV
* net charge: +1
* SMILES: NC1=N[N@H+]2C[C@H]2S1

*B*
The following is a DFT calculation (the ωB97M-V functional and the def2-TZVPD basis) of a gas-phase ion, C3H6N3S (charge +1).

Each line ends with the natural charge from an NBO analysis.
CARTESIAN COORDINATES (ANGSTROEM)
C (0.60, -1.24, 0.04)  0.336
C (1.47, 0.80, -0.08)  0.214
C (-0.96, 0.73, 0.10)  -0.420
N (1.83, -1.54, 0.05)  -0.501
N (0.34, 0.06, -0.16)  -0.350
N (2.60, 0.21, -0.05)  -0.368
S (4.13, 0.27, 0.03)  0.428
H (-0.15, -1.89, 0.18)  0.223
H (1.53, 1.80, 0.16)  0.256
H (-1.47, 0.61, -0.86)  0.243
H (-1.55, 0.40, 1.05)  0.258
H (-0.59, 1.82, 0.24)  0.230
H (2.37, -2.38, -0.19)  0.450

Properties
* orbital gap: 7.44 eV
* net charge: +1
* SMILES: [H]/N=C/N(C)C=[N+]=S

The most stable arrangement is *A*, and the next structure is 17.8 kcal/mol less stable.